(1)
One molecule with the formula C5H3NO. Source: the OMol25 dataset; level of theory: wB97M-V/def2-TZVPD.

Positions of all 10 atoms, in Å:
N: 3.153 0.158 -0.397
C: 2.007 0.159 -0.130
C: 0.504 -0.236 0.170
C: 0.714 1.040 0.424
O: -1.685 1.059 -0.051
C: -1.731 -0.151 -0.257
C: -0.551 -1.006 -0.219
H: 0.866 1.686 1.282
H: -2.709 -0.634 -0.457
H: -0.568 -2.074 -0.365

Results
orbital gap (spin up / spin down): 7.487 / 7.490 eV
LUMO level (spin up / spin down): -1.49 / -1.49 eV
total charge: 0

(2)
C5H3NO as an isolated structure. Source: the OMol25 dataset; level of theory: wB97M-V/def2-TZVPD.

Positions of all 10 atoms, in Å:
C: 2.010 0.158 0.377
C: 1.339 -0.445 1.303
C: 0.150 -0.292 0.533
C: -0.182 0.967 -0.077
O: -1.202 0.742 -0.979
N: -1.478 -0.593 -1.017
C: -0.733 -1.211 -0.160
H: 1.198 1.050 -0.393
H: -0.296 1.911 0.457
H: -0.807 -2.286 -0.044

Results
orbital gap: 9.150 eV
LUMO level: -0.85 eV
total charge: 0

(3)
One molecule with the formula C5H3NO. Source: the OMol25 dataset; level of theory: wB97M-V/def2-TZVPD.

Positions of all 10 atoms, in Å:
C: 2.633 -0.213 0.219
C: 2.216 1.063 0.245
C: 1.659 -0.960 -0.464
C: -0.193 0.340 -0.507
C: -1.450 0.310 -0.017
N: 0.486 -0.949 -0.723
O: 0.564 1.341 -0.697
H: 3.614 -0.575 0.156
H: -1.930 1.087 0.466
H: -1.916 -0.543 0.059

Results
orbital gap (spin up / spin down): 7.037 / 7.035 eV
LUMO level (spin up / spin down): -1.93 / -1.93 eV
total charge: 0

(4)
One molecule with the formula C5H3NO. Source: the OMol25 dataset; level of theory: wB97M-V/def2-TZVPD.

Positions of all 10 atoms, in Å:
N: 3.036 -0.511 -0.811
C: 1.994 -0.254 -0.376
C: 0.654 0.014 0.037
C: -0.399 -0.962 0.100
C: -1.537 -0.252 0.229
O: -1.273 1.079 0.320
C: 0.057 1.230 0.195
H: -0.314 -2.035 0.024
H: -2.562 -0.538 0.079
H: 0.432 2.243 0.216

Results
orbital gap: 10.444 eV
LUMO level: 0.79 eV
structure (SMILES): N#Cc1ccoc1
total charge: 0

Which of them is the most stable, and which is the least stable? (4) and (2), in that order.

(1)
C5H3NO as an isolated structure. Source: the OMol25 dataset; level of theory: wB97M-V/def2-TZVPD.

Positions of all 10 atoms, in Å:
C: -2.055 -0.733 -2.126
C: -1.242 -0.443 -1.218
C: -0.315 -0.136 -0.236
C: 0.038 -0.805 0.973
O: 0.836 -0.079 1.706
N: 1.167 1.103 1.104
C: 0.520 1.088 -0.050
H: 0.901 -0.087 -0.653
H: -0.293 -1.749 1.385
H: 0.582 1.918 -0.742

Results
orbital gap (spin up / spin down): 7.438 / 7.438 eV
LUMO level (spin up / spin down): -1.41 / -1.41 eV
total charge: 0

(2)
One molecule with the formula C5H3NO. Source: the OMol25 dataset; level of theory: wB97M-V/def2-TZVPD.

Positions of all 10 atoms, in Å:
N: -3.007 1.110 0.134
C: -1.926 0.699 0.055
C: -0.600 0.180 -0.040
C: 0.535 0.491 0.787
C: 1.549 -0.265 0.308
O: 1.131 -1.016 -0.747
C: -0.168 -0.738 -0.949
H: 0.561 1.183 1.617
H: 2.584 -0.388 0.591
H: -0.661 -1.257 -1.757

Results
orbital gap: 10.458 eV
LUMO level: 0.79 eV
structure (SMILES): N#Cc1ccoc1
total charge: 0

Which of them is the most stable, and which is the least stable? (2) and (1), in that order.